No. 1
The following is a quantum chemistry calculation of the molecule C4H9NO2, from the OMol25 dataset.

Geometry as XYZ:
```
16
Properties=species:S:1:pos:R:3
C -1.857 -0.064 -0.037
C -0.585 0.753 -0.088
C 0.145 0.857 1.234
O 0.260 0.346 -1.406
N 0.749 -0.871 -0.860
C 2.105 -0.956 -0.690
O 2.696 -2.006 -0.483
H -1.686 -1.064 0.370
H -2.282 -0.168 -1.038
H -2.588 0.443 0.603
H -0.820 1.760 -0.437
H 0.338 -0.122 1.679
H -0.474 1.426 1.938
H 1.103 1.370 1.116
H 0.289 -1.727 -1.152
H 2.609 0.022 -0.750
```

The calculation puts the molecular weight at 103.12 g mol⁻¹. As for the energy above the lowest of the compared OMol25 structures with the same formula, charge and spin: 74.10 kcal/mol. As for the orbital gap: 0.391 Eh. The HOMO energy comes out at -9.76 eV. For the LUMO energy, the calculation gives 0.875 eV. As for the structure (SMILES): CC(C)ONC=O.

=====

No. 2
The following is a quantum chemistry calculation of the molecule C5H6O, from the OMol25 dataset.

Geometry as XYZ:
```
12
Properties=species:S:1:pos:R:3
C -1.358 0.725 0.139
C -1.120 -0.778 0.150
O -0.029 -1.006 -0.769
C 1.012 -1.313 0.009
C 2.073 -0.394 -0.232
C 2.796 0.544 0.035
H -0.394 1.248 0.124
H -1.903 1.037 1.034
H -1.914 1.038 -0.749
H -1.988 -1.375 -0.122
H -0.733 -1.115 1.117
H 3.455 1.355 0.251
```

The calculation puts the molecular weight at 82.10 g mol⁻¹. As for the energy above the lowest of the compared OMol25 structures with the same formula, charge and spin: 119.92 kcal/mol. As for the orbital gap: 0.298 Eh. The HOMO energy comes out at -8.47 eV. For the LUMO energy, the calculation gives -0.358 eV.

=====

No. 3
The following is a quantum chemistry calculation of the molecule C3H5N3, from the OMol25 dataset.

Geometry as XYZ:
```
11
Properties=species:S:1:pos:R:3
N -1.881 -0.293 -0.196
C -0.512 -0.075 -0.025
C 0.105 1.189 0.080
N 1.437 1.108 0.154
N 1.667 -0.172 0.145
C 0.549 -1.001 0.015
H -2.470 0.318 0.361
H -2.155 -1.254 -0.051
H -0.356 2.163 0.079
H 2.580 -0.563 0.318
H 1.105 -1.378 -0.860
```

The calculation puts the molecular weight at 83.09 g mol⁻¹. As for the energy above the lowest of the compared OMol25 structures with the same formula, charge and spin: 58.74 kcal/mol. As for the orbital gap: 0.348 Eh. The HOMO energy comes out at -8.35 eV. For the LUMO energy, the calculation gives 1.126 eV. As for the structure (SMILES): Nc1cn[nH]c1.

=====

No. 4
The following is a quantum chemistry calculation of a cluster of 2 separate species, C4H5NO in total, from the OMol25 dataset.

Geometry as XYZ:
```
11
Properties=species:S:1:pos:R:3
O 1.126 1.013 0.861
C 0.334 0.452 -0.131
C -0.368 -0.849 0.036
C 0.956 -0.823 -0.711
C -0.908 1.219 -0.340
N -1.903 1.148 0.337
H 0.535 1.290 1.588
H -1.503 -0.098 0.857
H -1.134 -1.081 -0.707
H 1.911 -1.032 -0.226
H 0.936 -1.031 -1.784
```

The calculation puts the molecular weight at 83.09 g mol⁻¹. As for the energy above the lowest of the compared OMol25 structures with the same formula, charge and spin: 163.00 kcal/mol. As for the orbital gap (alpha / beta): 0.317 / 0.317 Eh. The HOMO energy (alpha / beta) comes out at -9.39 / -9.39 eV. For the LUMO energy (alpha / beta), the calculation gives -0.777 / -0.776 eV.

=====

No. 5
The following is a quantum chemistry calculation of a cluster of 2 separate species, CH7N2O3P in total, from the OMol25 dataset.

Geometry as XYZ:
```
14
Properties=species:S:1:pos:R:3
N -0.188 0.060 -2.134
P 0.732 0.769 -0.884
N 0.398 2.407 -1.206
O 2.153 0.427 -0.710
O -0.187 0.253 0.445
H -1.169 0.102 -2.089
H 0.119 -0.820 -2.358
H -0.502 2.649 -0.989
H 1.056 3.120 -0.805
H 0.061 -0.715 0.600
C -0.644 -2.134 2.547
O 0.017 -2.208 1.549
H -0.392 -2.477 3.502
H -1.453 -1.434 2.532
```

The calculation puts the molecular weight at 126.05 g mol⁻¹. As for the energy above the lowest of the compared OMol25 structures with the same formula, charge and spin: 12.15 kcal/mol. As for the orbital gap: 0.371 Eh. The HOMO energy comes out at -9.92 eV. For the LUMO energy, the calculation gives 0.190 eV. As for the structure (SMILES): NP(N)(=O)O.C=O.

=====

No. 6
The following is a quantum chemistry calculation of the ion C4H11N2S with charge -2, from the OMol25 dataset.

Geometry as XYZ:
```
18
Properties=species:S:1:pos:R:3
C -0.174 1.058 -1.915
C 0.212 0.238 -0.712
C -0.685 -1.002 -0.244
S -0.189 -2.501 -1.182
N 0.328 1.170 0.460
C 0.840 1.244 1.797
N 0.102 1.974 2.806
H 0.326 2.068 -1.870
H -0.281 0.428 -2.829
H -1.279 1.241 -1.967
H 1.218 -0.082 -0.971
H -1.669 -0.659 -0.499
H -0.574 -1.110 0.864
H -0.476 1.805 0.388
H 1.922 1.591 1.825
H 1.002 0.226 2.182
H -0.310 2.821 2.377
H -0.583 1.368 3.246
```

The calculation puts the molecular weight at 119.21 g mol⁻¹. As for the energy above the lowest of the compared OMol25 structures with the same formula, charge and spin: 36.44 kcal/mol. As for the orbital gap (alpha / beta): 0.076 / 0.212 Eh. Its expectation value of S² is 0.75. The HOMO energy (alpha / beta) comes out at 3.88 / 0.15 eV. As for the spin multiplicity: 2. For the LUMO energy (alpha / beta), the calculation gives 5.959 / 5.931 eV. As for the charge: -2.

=====

No. 7
The following is a quantum chemistry calculation of a structure of composition C9H10FeN4O5S2, from the OMol25 dataset.

Geometry as XYZ:
```
31
Properties=species:S:1:pos:R:3
Fe -0.371 0.251 0.994
N -2.141 0.930 -0.656
C -2.904 -0.217 -1.115
C -3.010 -1.311 -0.026
O -3.938 -2.137 -0.103
N -2.035 -1.265 0.848
C -1.982 -2.325 1.825
C -0.784 -2.164 2.798
O -0.739 -2.912 3.779
O 0.080 -1.293 2.500
H -1.801 1.505 -1.416
H -2.680 1.498 -0.009
H -3.917 0.043 -1.471
H -2.364 -0.684 -1.944
H -2.908 -2.379 2.416
H -1.868 -3.296 1.318
O 1.245 1.520 -0.050
N 2.256 1.176 -0.789
C 3.327 1.994 -0.850
C 4.422 1.727 -1.638
C 4.432 0.560 -2.403
C 3.344 -0.284 -2.324
C 2.237 -0.007 -1.513
S 0.903 -1.034 -1.401
H 3.243 2.885 -0.244
H 5.249 2.422 -1.659
H 5.271 0.325 -3.042
H 3.302 -1.202 -2.884
O -3.179 2.181 3.374
S -1.713 1.861 3.491
N -0.977 1.631 2.197
```

The calculation puts the molecular weight at 374.18 g mol⁻¹. As for the orbital gap (alpha / beta): 0.231 / 0.232 Eh. The HOMO energy (alpha / beta) comes out at -1.66 / -1.68 eV. For the LUMO energy (alpha / beta), the calculation gives 4.627 / 4.628 eV. As for the charge: -2.

=====

No. 8
The following is a quantum chemistry calculation of a cluster of 9 separate species, C31H62O13 in total, from the OMol25 dataset.

Geometry as XYZ:
```
106
Properties=species:S:1:pos:R:3
C -12.144 -12.148 50.430
C -11.687 -10.813 49.903
O -12.756 -10.182 49.210
C -12.520 -9.067 48.645
C -13.693 -8.415 48.031
O -11.397 -8.442 48.513
H -13.048 -12.080 51.001
H -11.459 -12.281 51.079
H -12.311 -12.887 49.628
H -11.473 -10.034 50.675
H -10.965 -11.046 49.342
H -13.462 -7.497 47.529
H -14.377 -8.437 48.769
H -13.977 -8.825 47.049
C -11.832 -14.012 54.705
C -12.760 -14.510 53.531
O -13.963 -13.689 53.512
C -15.120 -14.205 53.060
C -16.360 -13.500 53.287
O -15.057 -15.239 52.298
H -11.397 -13.037 54.547
H -10.884 -14.686 54.753
H -12.341 -14.214 55.635
H -12.136 -14.487 52.643
H -13.156 -15.571 53.691
H -16.113 -12.829 52.389
H -16.359 -12.912 54.186
H -17.150 -14.182 53.095
C -14.525 -12.275 45.927
C -15.568 -11.460 45.234
O -16.778 -11.449 46.078
C -17.842 -10.699 45.734
C -18.825 -10.573 46.799
O -17.894 -10.010 44.718
H -14.835 -13.321 46.283
H -14.258 -11.734 46.816
H -13.735 -12.341 45.329
H -15.459 -10.463 44.839
H -15.998 -12.077 44.491
H -19.014 -11.555 46.845
H -19.836 -10.017 46.623
H -18.276 -10.132 47.665
C -16.147 -12.220 49.555
C -17.537 -12.914 49.404
O -18.440 -11.944 49.815
C -19.742 -12.288 49.767
C -20.716 -11.130 49.975
O -20.217 -13.421 49.617
H -15.936 -12.021 50.570
H -16.215 -11.231 49.008
H -15.316 -12.778 49.077
H -17.825 -13.223 48.520
H -17.698 -13.401 50.147
H -21.779 -11.555 49.798
H -20.646 -10.369 49.157
H -20.608 -10.808 50.817
C -19.108 -16.524 50.878
C -19.051 -17.934 50.253
C -18.682 -18.084 48.786
O -19.519 -18.889 50.865
H -18.172 -16.092 51.277
H -19.812 -16.653 51.708
H -19.740 -16.002 50.059
H -19.472 -17.671 48.082
H -18.448 -18.928 48.305
H -17.709 -17.410 48.495
C -13.865 -15.989 49.699
C -13.316 -16.166 48.279
C -14.256 -16.305 47.158
O -11.984 -16.134 48.164
H -14.804 -15.411 49.735
H -13.350 -15.406 50.451
H -14.071 -16.993 50.032
H -14.785 -15.440 47.003
H -14.884 -17.131 47.659
H -13.563 -16.898 46.330
C -22.903 -16.041 49.091
C -23.498 -15.032 48.148
C -23.525 -13.524 48.531
O -24.249 -15.401 47.090
H -23.604 -15.902 50.212
H -21.931 -15.790 49.280
H -22.935 -16.946 48.848
H -24.194 -13.366 49.599
H -24.016 -12.997 47.783
H -22.482 -13.005 48.760
C -19.076 -11.044 53.164
C -18.285 -11.000 54.455
C -18.818 -11.702 55.650
O -17.139 -10.421 54.422
H -18.524 -10.382 52.276
H -20.156 -10.484 53.224
H -19.064 -12.133 52.839
H -19.498 -11.050 56.176
H -18.011 -11.935 56.382
H -19.311 -12.760 55.374
C -27.096 -10.023 52.082
C -25.934 -10.553 51.321
C -24.537 -10.603 51.889
O -26.163 -10.847 50.050
H -27.322 -8.847 52.153
H -27.017 -10.410 53.201
H -28.086 -10.450 51.662
H -23.681 -11.072 51.389
H -24.600 -11.137 52.919
H -24.365 -9.576 52.118
```

The calculation puts the molecular weight at 642.82 g mol⁻¹. As for the energy above the lowest of the compared OMol25 structures with the same formula, charge and spin: 53.61 kcal/mol. As for the orbital gap: 0.350 Eh. The HOMO energy comes out at -9.56 eV. For the LUMO energy, the calculation gives -0.031 eV. As for the structure (SMILES): CCOC(C)=O.CCOC(C)=O.CCOC(C)=O.CCOC(C)=O.CC(C)=O.CC(C)=O.CC(C)=O.CC(C)=O.CC(C)=O.

=====

The records above give, respectively, max |F| values of 4.68 0.65 3.12 1.42 3.86 3.96 3.24 11.97 eV/Å.